No. 1
C2H6N2O2 | ωB97M-V/def2-TZVPD

Geometry as XYZ:
```
12
C2H6N2O2 | the OMol25 dataset | ωB97M-V/def2-TZVPD
O 1.219 2.223 0.015
O -0.656 1.461 -0.964
N -1.165 -0.729 0.689
N 1.069 -1.360 0.053
C -0.276 -1.714 0.301
C 0.290 2.269 -0.812
H 1.631 -1.441 0.908
H -2.128 -0.930 0.900
H -0.496 -2.765 0.278
H 1.135 -0.402 -0.277
H 0.309 3.184 -1.459
H -0.932 0.205 0.368
```

The multiplicity is 2. The calculation puts the relative energy (zero: lowest compared OMol25 entry of this formula, charge and spin) at 0.0 kcal per mole. For the LUMO energy (spin up / spin down), the calculation gives 4.4 / 4.4 eV. For the total energy, the calculation gives -339.80312 Eh. The HOMO-LUMO gap (spin up / spin down) comes out at 5.985 / 8.819 eV. The net charge is -1. Its maximum force is 0.93 eV/Å.


No. 2
CH5NO3S2 | ωB97M-V/def2-TZVPD

Geometry as XYZ:
```
12
CH5NO3S2 | the OMol25 dataset | ωB97M-V/def2-TZVPD
S 2.564 -1.560 0.615
S -0.301 -1.189 0.032
O -0.365 -1.926 1.285
O 1.554 -0.043 -1.257
O -0.453 -1.870 -1.216
N 1.297 -0.456 0.104
C -1.444 0.223 -0.090
H 2.644 -0.921 1.796
H 1.036 -0.438 -1.939
H -2.268 -0.123 -0.590
H -1.668 0.676 0.860
H -0.970 1.079 -0.490
```

The calculation puts the relative energy (zero: lowest compared OMol25 entry of this formula, charge and spin) at 29.2 kcal per mole. For the LUMO energy, the calculation gives 0.5 eV. For the total energy, the calculation gives -1117.82846 Eh. The HOMO-LUMO gap comes out at 10.093 eV. Its maximum force is 3.39 eV/Å. As for the SMILES: CS(=O)(=O)N(O)S.


No. 3
C12H20F6PtSb4Se4 | ωB97M-V/def2-TZVPD

Geometry as XYZ:
```
47
C12H20F6PtSb4Se4 | the OMol25 dataset | ωB97M-V/def2-TZVPD
Pt 0.411 1.882 -0.269
Sb -0.768 0.513 -2.132
Sb -1.230 4.911 -0.597
Sb 3.702 2.825 2.281
Sb 0.552 -0.003 1.501
Se -1.237 6.901 0.714
Se -1.857 2.809 0.610
Se 0.989 4.036 -1.484
Se -1.754 4.710 -2.973
F 1.864 3.215 1.973
F 4.064 4.620 2.712
F 4.027 3.125 0.444
F 3.281 2.464 4.092
F 5.513 2.356 2.523
F 3.320 0.988 1.901
C -1.843 -3.095 -1.667
C 1.899 -1.650 1.473
C -1.798 1.221 -3.863
C -1.849 -2.013 -0.782
C -0.887 -4.529 -0.011
C -0.900 -3.472 0.880
C 0.406 -1.011 -3.058
C -2.349 -0.692 -1.283
C -1.371 -2.205 0.524
C -1.366 -4.341 -1.300
C -1.318 -1.112 1.545
C 0.554 0.678 3.511
H 2.904 -1.243 1.443
H 1.766 -2.255 2.370
H -0.535 -3.621 1.890
H -0.191 -1.566 -3.781
H 1.248 -0.538 -3.561
H -1.373 -5.157 -2.011
H -3.083 -0.832 -2.078
H 0.116 1.675 3.518
H -2.804 -0.073 -0.512
H 1.706 -2.260 0.591
H -2.124 0.355 -4.439
H -1.402 -1.528 2.549
H 0.782 -1.692 -2.296
H -2.648 1.822 -3.548
H -1.129 1.846 -4.449
H -0.020 0.003 4.145
H -2.111 -0.374 1.422
H 1.584 0.745 3.850
H -0.511 -5.496 0.300
H -2.228 -2.943 -2.669
```

The multiplicity is 4. The calculation puts the relative energy (zero: lowest compared OMol25 entry of this formula, charge and spin) at 0.0 kcal per mole. For the LUMO energy (spin up / spin down), the calculation gives 1.8 / 0.5 eV. For the total energy, the calculation gives -11754.74681 Eh. The HOMO-LUMO gap (spin up / spin down) comes out at 6.612 / 5.940 eV. The net charge is -1. Its maximum force is 0.57 eV/Å.


No. 4
C60H56AsF10O12 | ωB97M-V/def2-TZVPD

Geometry as XYZ:
```
139
C60H56AsF10O12 | the OMol25 dataset | ωB97M-V/def2-TZVPD
As 0.109 -0.049 0.640
F -0.254 0.920 -0.762
F -3.793 5.832 -4.297
F -0.145 1.493 1.579
F 0.147 -0.886 2.242
F 4.249 -1.231 6.569
F -1.022 0.902 4.241
F 1.875 0.320 0.515
F 0.386 -1.548 -0.211
F 0.716 7.189 1.152
F -1.666 -0.400 0.733
O -3.678 1.127 -8.023
O -3.525 0.605 2.839
O -1.406 -2.636 3.106
O 1.787 -3.810 -7.754
O -0.839 -8.033 4.201
O 2.530 0.019 -2.015
O 0.471 -1.246 -3.008
O -6.752 4.965 1.902
O -2.180 -0.168 -2.914
O -1.680 -3.309 -0.386
O 7.283 2.946 -2.527
O 0.405 -8.335 -0.833
C 5.415 1.747 -3.648
C -0.269 -2.541 -4.911
C -1.167 4.314 -1.531
C -2.161 -4.596 4.219
C -4.288 1.687 2.673
C -0.215 -4.689 2.793
C 3.951 5.909 0.453
C 4.413 1.091 -1.208
C -4.190 0.300 -5.829
C -4.538 3.958 2.023
C -6.440 2.651 2.647
C -2.490 4.062 -3.555
C -3.315 0.977 -6.679
C -1.833 5.606 -1.330
C 0.131 -4.760 -0.533
C 3.702 0.676 -2.267
C -2.006 1.321 -6.302
C -1.568 0.875 -5.001
C -0.890 2.420 6.078
C 1.644 6.277 0.928
C -3.021 5.320 -3.381
C 3.824 -1.278 5.273
C 1.156 0.826 7.094
C 1.388 -3.145 -6.606
C -2.031 -5.972 4.445
C -5.900 3.895 2.236
C -5.625 1.545 2.868
C 0.492 0.439 5.965
C -3.721 2.855 2.116
C -0.479 1.279 5.411
C 4.138 1.067 -3.549
C -2.691 6.065 -2.275
C 1.396 4.886 1.020
C -1.524 -6.981 -0.635
C 4.006 -0.162 4.363
C 3.270 -1.623 2.482
C -1.255 -3.984 3.384
C -0.965 -6.702 3.861
C 0.108 -3.238 -6.117
C -0.045 -6.047 3.065
C 2.020 -1.792 -4.696
C 5.579 1.884 -1.248
C -0.292 2.797 7.283
C 2.330 -2.397 -5.873
C 3.820 -0.395 2.941
C 2.937 6.779 0.661
C 3.247 -2.426 4.825
C 0.752 1.976 7.828
C 2.457 4.034 0.822
C -2.153 -5.685 -0.644
C 3.730 4.533 0.599
C 0.620 -6.000 -0.622
C -0.176 -7.139 -0.706
C 0.712 -1.898 -4.184
C 6.084 2.164 -2.489
C 3.049 -2.647 3.478
C -2.496 0.171 -4.164
C -1.578 3.597 -2.622
C -1.282 -4.585 -0.569
C -3.821 -0.024 -4.557
H 1.289 -0.873 -2.672
H -7.490 2.453 2.805
H -1.302 -2.576 -4.596
H -2.117 -7.878 -0.532
H 0.794 -6.493 2.552
H 0.367 4.650 1.247
H -0.739 -1.946 3.098
H -2.600 0.827 2.711
H 4.483 0.715 4.776
H 3.182 -1.934 1.451
H 7.836 2.577 -3.220
H 3.595 0.777 -4.436
H -0.951 -2.752 -0.671
H 4.931 6.276 0.182
H 4.546 3.860 0.382
H 2.323 0.226 -1.100
H 0.496 -4.274 2.094
H -2.940 -4.053 4.733
H -1.116 2.631 -2.763
H 1.671 -6.238 -0.703
H -3.218 7.002 -2.160
H -2.667 2.968 1.914
H 2.848 -1.305 -4.203
H -2.740 3.531 -4.462
H 0.070 -8.331 4.127
H -1.633 3.107 5.700
H 0.993 -3.838 -8.292
H -1.327 1.670 -7.065
H 3.007 -3.288 5.431
H 2.200 2.986 0.869
H -3.225 -5.557 -0.621
H 0.856 -3.975 -0.379
H 3.900 0.879 -0.281
H 2.756 -3.672 3.302
H -6.063 0.624 3.223
H -0.641 -3.838 -6.612
H -0.437 3.779 7.706
H -7.671 4.686 1.891
H 0.793 -0.382 5.332
H -1.246 -0.377 -2.844
H 3.104 7.846 0.656
H 3.332 -2.355 -6.274
H 4.001 0.401 2.233
H -1.637 6.138 -0.411
H -0.249 -8.871 -1.288
H -5.233 0.172 -6.076
H 2.031 0.330 7.487
H -4.077 4.878 1.694
H -4.502 -0.458 -3.839
H -0.513 0.951 -4.781
H 5.889 2.042 -4.573
H -2.768 -6.388 5.115
H 6.117 2.256 -0.389
H -0.424 3.847 -0.902
H -4.014 0.329 -8.438
H 1.161 2.295 8.776
```

The multiplicity is 2. The calculation puts the relative energy (zero: lowest compared OMol25 entry of this formula, charge and spin) at 12.8 kcal per mole. For the LUMO energy (spin up / spin down), the calculation gives 3.4 / 3.4 eV. For the total energy, the calculation gives -6457.31545 Eh. The HOMO-LUMO gap (spin up / spin down) comes out at 1.759 / 6.091 eV. The net charge is -2. Its maximum force is 3.65 eV/Å.


Q: Which of these has the highest maximum force?
A: C60H56AsF10O12


What did the first record say?
C2H6N2O2 | ωB97M-V/def2-TZVPD

Geometry as XYZ:
```
12
C2H6N2O2 | the OMol25 dataset | ωB97M-V/def2-TZVPD
O 1.219 2.223 0.015
O -0.656 1.461 -0.964
N -1.165 -0.729 0.689
N 1.069 -1.360 0.053
C -0.276 -1.714 0.301
C 0.290 2.269 -0.812
H 1.631 -1.441 0.908
H -2.128 -0.930 0.900
H -0.496 -2.765 0.278
H 1.135 -0.402 -0.277
H 0.309 3.184 -1.459
H -0.932 0.205 0.368
```

The multiplicity is 2. The calculation puts the relative energy (zero: lowest compared OMol25 entry of this formula, charge and spin) at 0.0 kcal per mole. For the LUMO energy (spin up / spin down), the calculation gives 4.4 / 4.4 eV. For the total energy, the calculation gives -339.80312 Eh. The HOMO-LUMO gap (spin up / spin down) comes out at 5.985 / 8.819 eV. The net charge is -1. Its maximum force is 0.93 eV/Å.